Entry 1:
The following is a quantum chemistry calculation of a structure of composition C2H2FLiMnO2 at a distorted geometry, from the Open Molecules 2025 dataset.

The value obtained for the lowest unoccupied orbital energy (alpha / beta) is -5.39 / -5.48 eV. The spin multiplicity is 7. The value obtained for the gap between HOMO and LUMO (alpha / beta) is 6.4 / 7.6 eV. The expectation value of S² is 12.002. As for the charge: +1.

The geometry in XYZ format:
```
9
C2H2FLiMnO2 (ωB97M-V/def2-TZVPD)
H 0.417 -1.582 -0.300
O 1.060 0.471 1.367
C 0.665 -0.548 0.778
C -0.015 -0.311 -0.552
O -0.768 0.765 -0.525
Li -0.004 1.989 0.888
Mn -2.142 1.227 -1.789
F 0.246 -1.553 1.629
H 0.541 -0.458 -1.497
```

=====

Entry 2:
The following is a quantum chemistry calculation of an isolated molecule of C2H2FNO at a distorted geometry, from the Open Molecules 2025 dataset.

The value obtained for the lowest unoccupied orbital energy is 0.43 eV. The value obtained for the gap between HOMO and LUMO is 12.7 eV. The energy above the lowest of the compared OMol25 structures with the same formula, charge and spin comes out at 0.6777 eV. As for the charge: 0.

The geometry in XYZ format:
```
7
C2H2FNO (ωB97M-V/def2-TZVPD)
N -2.227 0.520 0.007
C -1.167 0.132 -0.125
C 0.279 -0.238 -0.218
O 1.133 0.568 0.389
F 0.539 -1.664 -0.039
H 0.357 0.002 -1.398
H 1.085 0.680 1.384
```

=====

Entry 3:
The following is a quantum chemistry calculation of a cluster of 2 separate species, C2H2FNO in total at a distorted geometry, from the Open Molecules 2025 dataset.

The value obtained for the lowest unoccupied orbital energy is -0.66 eV. The value obtained for the gap between HOMO and LUMO is 10.5 eV. The energy above the lowest of the compared OMol25 structures with the same formula, charge and spin comes out at 2.8666 eV. As for the charge: 0.

The geometry in XYZ format:
```
7
C2H2FNO (ωB97M-V/def2-TZVPD)
C -0.035 -0.177 -1.148
C -0.473 0.093 0.965
N -0.519 -0.489 0.014
O -0.108 0.379 -2.141
F 1.838 -0.530 -0.747
H -0.848 -0.276 1.897
H 0.145 1.000 1.160
```

=====

Entry 4:
The following is a quantum chemistry calculation of a structure of composition C2H2FNiO2 at a distorted geometry, from the Open Molecules 2025 dataset.

The value obtained for the lowest unoccupied orbital energy (alpha / beta) is 0.51 / -1.98 eV. The spin multiplicity is 4. The value obtained for the gap between HOMO and LUMO (alpha / beta) is 10.5 / 8.6 eV. The energy above the lowest of the compared OMol25 structures with the same formula, charge and spin comes out at 0.0950 eV. The expectation value of S² is 3.759. As for the charge: 0.

The geometry in XYZ format:
```
8
C2H2FNiO2 (ωB97M-V/def2-TZVPD)
H -1.685 0.056 -0.940
O 0.220 -1.428 -0.285
C -0.876 -0.906 -0.099
C -0.999 0.560 0.121
O 0.163 1.197 0.106
H -1.728 0.792 0.918
F 3.305 -0.292 0.071
Ni 1.601 0.020 0.108
```

=====

Entry 5:
The following is a quantum chemistry calculation of the ion C2H2FO3P with charge -2 at a distorted geometry, from the Open Molecules 2025 dataset.

The value obtained for the lowest unoccupied orbital energy (alpha / beta) is 7.27 / 6.44 eV. The spin multiplicity is 3. The value obtained for the gap between HOMO and LUMO (alpha / beta) is 4.2 / 5.8 eV. The energy above the lowest of the compared OMol25 structures with the same formula, charge and spin comes out at 0.2854 eV. The expectation value of S² is 2.008. As for the charge: -2.

The geometry in XYZ format:
```
9
C2H2FO3P (ωB97M-V/def2-TZVPD)
C -1.007 0.774 -0.780
C 0.299 0.556 -0.434
O -0.402 -1.879 0.472
O 0.316 -0.052 2.115
O 2.090 -1.403 0.737
F 1.180 1.178 -1.387
P 0.633 -0.860 0.894
H -1.615 0.344 -0.106
H -1.493 1.341 -1.512
```

=====

Entry 6:
The following is a quantum chemistry calculation of the ion C2H2FO3S with charge -1 at a distorted geometry, from the Open Molecules 2025 dataset.

The value obtained for the lowest unoccupied orbital energy (alpha / beta) is 4.11 / 4.10 eV. The value obtained for the gap between HOMO and LUMO (alpha / beta) is 9.1 / 9.1 eV. The energy above the lowest of the compared OMol25 structures with the same formula, charge and spin comes out at 1.7090 eV. As for the charge: -1.

The geometry in XYZ format:
```
9
C2H2FO3S (ωB97M-V/def2-TZVPD)
C 1.452 0.357 0.725
C 0.246 0.462 -0.257
F 0.428 1.383 -1.239
S -1.243 -0.568 -0.334
O -2.195 0.069 0.610
O -0.706 -1.901 0.106
O -1.649 -0.520 -1.691
H 1.393 -0.204 1.568
H 2.273 0.922 0.511
```

=====

Entry 7:
The following is a quantum chemistry calculation of a cluster of 2 separate species, C2H2FOP in total at a distorted geometry, from the Open Molecules 2025 dataset.

The value obtained for the lowest unoccupied orbital energy (alpha / beta) is -2.32 / -1.21 eV. The value obtained for the gap between HOMO and LUMO (alpha / beta) is 8.3 / 8.4 eV. The energy above the lowest of the compared OMol25 structures with the same formula, charge and spin comes out at 5.1458 eV. As for the charge: 0.

The geometry in XYZ format:
```
7
C2H2FOP (ωB97M-V/def2-TZVPD)
C -0.453 0.157 -0.038
C -0.193 -1.167 0.238
O -0.231 -2.082 -0.581
F 0.096 -1.490 1.557
P -1.101 1.632 -0.041
H 2.314 0.509 -0.155
H -0.432 2.441 -0.981
```

=====

Entry 8:
The following is a quantum chemistry calculation of a structure of composition C2H2FOSm at a distorted geometry, from the Open Molecules 2025 dataset.

The value obtained for the lowest unoccupied orbital energy (alpha / beta) is -8.62 / -11.10 eV. The spin multiplicity is 8. The value obtained for the gap between HOMO and LUMO (alpha / beta) is 8.3 / 9.6 eV. The energy above the lowest of the compared OMol25 structures with the same formula, charge and spin comes out at 0.4402 eV. The expectation value of S² is 15.765. As for the charge: +2.

The geometry in XYZ format:
```
7
C2H2FOSm (ωB97M-V/def2-TZVPD)
H -0.467 -1.232 0.914
C -0.610 -0.674 -0.015
C -1.718 0.172 -0.060
O -2.347 1.117 -0.031
Sm 3.740 1.334 0.088
F 1.769 0.485 0.044
H -0.367 -1.202 -0.941
```